[1]
Computed, not measured: a structure of composition C4H9NiO3 at a distorted geometry, with wB97M-V/def2-TZVPD.

Element x y z (Å)
1 H 1.043 -1.306 0.435
2 C -0.218 1.691 1.537
3 O -0.233 0.983 0.303
4 C 1.015 0.789 -0.343
5 C 1.894 -0.165 0.333
6 H -1.108 1.403 2.108
7 H 0.615 1.400 2.189
8 H -0.105 2.765 1.331
9 H 1.469 1.780 -0.478
10 H 0.532 -0.211 -1.278
11 H 2.480 -0.676 -0.443
12 H 2.625 0.291 1.009
13 O -0.628 -1.401 -1.176
14 C -0.577 -2.108 -0.044
15 O -1.423 -1.753 0.860
16 Ni -1.860 -0.091 -0.160
17 H -0.417 -3.193 -0.192

The multiplicity is 4. For the lowest unoccupied orbital energy (spin up / spin down), the calculation gives -0.22 / -0.21 eV. For the highest occupied orbital energy (spin up / spin down), the calculation gives -6.04 / -9.78 eV.

***

[2]
Computed, not measured: a structure of composition C25H34N8OPdS2SeSi2Te, with wB97M-V/def2-TZVPD.

Element x y z (Å)
1 Pd -0.599 -1.067 1.933
2 C 1.489 -2.235 7.108
3 S 2.799 -2.063 5.888
4 C 1.933 -2.359 4.420
5 S 2.961 -2.262 2.979
6 N 0.682 -2.642 4.431
7 N 0.038 -2.769 3.228
8 C -0.269 -3.923 2.794
9 C -1.088 -4.026 1.578
10 C -1.484 -5.252 1.078
11 C -2.313 -5.284 -0.037
12 C -2.724 -4.090 -0.601
13 C -2.279 -2.899 -0.044
14 N -1.472 -2.868 1.012
15 H 1.969 -2.134 8.079
16 H 1.024 -3.214 7.025
17 H 0.739 -1.456 6.977
18 H 0.029 -4.825 3.324
19 H -1.157 -6.163 1.560
20 H -2.640 -6.230 -0.447
21 H -3.387 -4.070 -1.453
22 H -2.585 -1.938 -0.439
23 O -1.866 0.138 0.856
24 N -2.080 1.016 1.803
25 C -1.563 2.188 1.652
26 C -0.778 2.507 0.496
27 N -0.149 2.727 -0.436
28 C -1.673 3.138 2.718
29 N -1.708 3.903 3.573
30 C -1.005 1.333 -6.472
31 Si -2.411 1.909 -5.384
32 C -3.612 0.517 -5.045
33 C -3.229 3.433 -6.056
34 C -1.680 2.403 -3.666
35 Te -0.358 0.964 -2.924
36 C 1.466 1.806 -3.545
37 Si 2.929 0.657 -3.095
38 C 4.512 1.568 -3.416
39 C 2.749 -0.883 -4.132
40 C 2.706 0.250 -1.266
41 H -1.405 0.988 -7.428
42 H -0.444 0.493 -6.050
43 H -0.303 2.140 -6.691
44 H -3.807 -0.057 -5.952
45 H -4.568 0.902 -4.686
46 H -3.232 -0.182 -4.295
47 H -3.748 3.202 -6.988
48 H -2.499 4.216 -6.270
49 H -3.966 3.836 -5.359
50 H -2.484 2.485 -2.932
51 H -1.134 3.346 -3.703
52 H 1.523 2.768 -3.028
53 H 1.366 1.990 -4.616
54 H 4.595 1.872 -4.460
55 H 5.366 0.925 -3.191
56 H 4.596 2.462 -2.796
57 H 2.738 -0.650 -5.199
58 H 1.835 -1.435 -3.898
59 H 3.586 -1.562 -3.957
60 H 2.234 1.080 -0.731
61 H 3.677 0.071 -0.798
62 H 2.102 -0.650 -1.121
63 Se 2.557 0.283 2.625
64 N 0.813 0.150 3.022
65 C 0.628 0.696 4.224
66 C -0.600 0.756 4.930
67 C -0.607 1.365 6.145
68 C 0.576 1.937 6.727
69 C 1.771 1.886 6.094
70 C 1.835 1.250 4.818
71 N 2.947 1.133 4.107
72 H -1.500 0.337 4.501
73 H -1.533 1.427 6.700
74 H 0.494 2.420 7.691
75 H 2.673 2.311 6.512

The multiplicity is 5. The net charge is +2. For the lowest unoccupied orbital energy (spin up / spin down), the calculation gives -6.08 / -8.05 eV. For the highest occupied orbital energy (spin up / spin down), the calculation gives -13.05 / -13.68 eV.

***

[3]
Computed, not measured: a structure of composition C12H24BF4O6Pb, with wB97M-V/def2-TZVPD.

Element x y z (Å)
1 Pb 1.007 -0.122 -0.864
2 C -0.236 3.225 -1.887
3 C -1.787 2.361 -1.359
4 O -1.562 1.078 -1.587
5 C -2.209 0.391 -2.709
6 C -2.242 -1.067 -2.332
7 O -0.884 -1.482 -2.103
8 C -0.689 -2.893 -1.942
9 C -0.959 -3.340 -0.522
10 O -0.200 -2.442 0.349
11 C 0.024 -2.759 1.619
12 C 1.805 -2.655 1.824
13 O 2.179 -1.447 1.407
14 C 2.339 -0.381 2.407
15 C 3.108 0.737 1.744
16 O 2.365 1.378 0.688
17 C 1.658 2.573 1.068
18 C 1.450 3.426 -0.157
19 O 0.757 2.657 -1.207
20 H -0.450 4.271 -1.666
21 H -0.276 2.922 -2.933
22 H -2.555 2.854 -1.955
23 H -1.720 2.614 -0.301
24 H -1.607 0.565 -3.604
25 H -3.215 0.788 -2.842
26 H -2.667 -1.636 -3.161
27 H -2.843 -1.212 -1.433
28 H 0.348 -3.091 -2.219
29 H -1.325 -3.454 -2.630
30 H -0.639 -4.372 -0.363
31 H -2.003 -3.232 -0.226
32 H -0.257 -3.765 1.931
33 H -0.209 -1.939 2.306
34 H 2.113 -3.444 1.139
35 H 1.918 -2.863 2.888
36 H 2.907 -0.784 3.245
37 H 1.339 -0.078 2.729
38 H 4.023 0.352 1.293
39 H 3.388 1.470 2.501
40 H 2.267 3.161 1.758
41 H 0.716 2.313 1.554
42 H 2.396 3.727 -0.606
43 H 0.859 4.309 0.091
44 F -0.245 0.363 0.761
45 B -1.971 0.245 1.785
46 F -1.381 -0.132 2.917
47 F -2.527 -0.699 1.018
48 F -2.309 1.512 1.589

The multiplicity is 1. The net charge is +3. For the lowest unoccupied orbital energy (spin up / spin down), the calculation gives -12.98 / -13.20 eV. For the highest occupied orbital energy (spin up / spin down), the calculation gives -20.29 / -20.13 eV.

***

[4]
Computed, not measured: a cluster of 2 separate species, C3H3FN4 in total at a distorted geometry, with wB97M-V/def2-TZVPD.

Element x y z (Å)
1 N 1.384 -2.690 0.316
2 C 1.534 -1.568 0.271
3 C 1.486 -0.132 0.247
4 C 2.325 0.559 -0.687
5 N 2.698 1.410 -1.346
6 N 0.627 0.455 0.993
7 F 0.502 1.797 0.887
8 N -2.559 0.139 -0.350
9 H -2.909 -0.818 -0.613
10 H -3.258 0.785 -0.070
11 H -1.830 0.063 0.352

The structure (SMILES) is N#CC(C#N)=NF.N. The multiplicity is 1. For the lowest unoccupied orbital energy, the calculation gives -1.72 eV. For the highest occupied orbital energy, the calculation gives -9.96 eV.

***

[5]
Computed, not measured: a cluster of 4 separate species, C3H14O3S in total at a distorted geometry, with wB97M-V/def2-TZVPD.

Element x y z (Å)
1 C -0.376 3.011 -1.331
2 C -0.357 1.909 -0.236
3 C -1.808 2.000 0.272
4 S -2.106 0.438 1.288
5 H 0.382 3.312 -2.035
6 H -0.505 4.024 -0.770
7 H -1.124 2.937 -2.193
8 H -0.222 0.871 -0.760
9 H 0.487 2.084 0.525
10 H -2.408 1.857 -0.531
11 H -1.990 2.951 0.824
12 H -2.675 -0.265 0.215
13 O 2.141 -3.762 3.259
14 H 2.150 -4.758 3.342
15 H 2.101 -3.863 2.261
16 O 1.151 -1.248 -1.656
17 H 1.299 -1.082 -0.745
18 H 1.038 -0.459 -2.177
19 O 1.226 -3.072 0.360
20 H 0.227 -2.937 0.174
21 H 1.368 -3.947 -0.085

The structure (SMILES) is CCCS.O.O.O. The multiplicity is 1. For the lowest unoccupied orbital energy, the calculation gives 0.47 eV. For the highest occupied orbital energy, the calculation gives -9.07 eV.

***

The calculation returns the following energy above the lowest of the compared OMol25 structures with the same formula, charge and spin values, one per record and in order: 0.006 1.330 0.011 2.348 2.148 eV.
The calculation returns the following calculated total energy values, one per record and in order: -51472.773 -153970.535 -41884.596 -11833.342 -20314.088 eV.